Entry 1:
DFT (the ωB97M-V functional and the def2-TZVPD basis) results for the molecule C18H25N3O4S.

Output
SMILES   CCC/N=C1/NC(=O)[C@H](CC(=O)NCCc2ccc(OC)c(OC)c2)S1
Orbital gap   8.88 eV
Max |F|   0.016 hartree/bohr

Geometry (Å):
C1 5.023562 2.687113 -0.202876
C2 4.638218 2.698239 1.270472
H1 5.538299 2.688728 1.887319
H2 4.074117 3.604044 1.497823
C3 3.784458 1.484459 1.648937
N1 2.501852 1.555990 1.019597
C4 2.171143 0.778171 0.100045
N2 0.943243 0.855634 -0.515436
C5 0.592565 -0.079804 -1.424580
O1 -0.507436 -0.185397 -1.920447
C6 1.765533 -0.983079 -1.769792
C7 1.391096 -2.465065 -1.788626
H3 0.593948 -2.600266 -2.523152
H4 2.264187 -3.046022 -2.090616
C8 0.931843 -3.007123 -0.433908
O2 1.658508 -3.657528 0.285292
N3 -0.359970 -2.745852 -0.145230
H5 -0.900913 -2.135715 -0.740264
C9 -1.015394 -3.279699 1.026897
H6 -1.935379 -3.780577 0.709237
H7 -0.333821 -4.016306 1.458257
C10 -1.348362 -2.201058 2.069717
C11 -2.131455 -1.085496 1.439813
C12 -3.424891 -1.274024 0.979182
C13 -4.090875 -0.253272 0.326816
C14 -3.489545 0.977306 0.086183
C15 -2.173388 1.170765 0.535045
C16 -1.536694 0.145254 1.224343
H8 -0.539941 0.332757 1.594349
O3 -1.396196 2.291994 0.370074
C17 -1.771618 3.311320 -0.534071
H9 -0.928098 4.002223 -0.549596
H10 -1.937227 2.910040 -1.536232
H11 -2.666509 3.836646 -0.199778
O4 -4.125231 2.011324 -0.552830
C18 -5.409135 1.791746 -1.080390
H12 -6.139504 1.578301 -0.293025
H13 -5.410990 0.978426 -1.812840
H14 -5.680714 2.722671 -1.576540
H15 -5.100964 -0.428365 -0.006394
H16 -3.925343 -2.218423 1.131760
H17 -0.420890 -1.809938 2.488957
H18 -1.921278 -2.669618 2.871957
H19 2.119212 -0.703187 -2.769501
S1 3.106930 -0.581397 -0.606329
H20 0.258603 1.529956 -0.165560
H21 3.608922 1.489112 2.728601
H22 4.311821 0.558008 1.373351
H23 5.569806 1.778420 -0.446398
H24 4.134402 2.730777 -0.827756
H25 5.650795 3.543756 -0.437644

Cartesian forces (eV/Å) of the 3 atoms listed first:
C -0.1 0.1 0.2
C 0.0 -0.3 -0.1
H 0.0 0.1 0.1

Now the natural (NBO) charges, all in e: C -0.611; C -0.393; H 0.201; H 0.205; C -0.229; N -0.485; C 0.322; N -0.639; C 0.694; O -0.613; C -0.422; C -0.497; H 0.239; H 0.243; C 0.676; O -0.622; N -0.632; H 0.420; C -0.215; H 0.189; H 0.239; C -0.424; C -0.026; C -0.223; C -0.273; C 0.217; C 0.335; C -0.264; H 0.224; O -0.536; C -0.246; H 0.190; H 0.188; H 0.194; O -0.510; C -0.249; H 0.176; H 0.179; H 0.200; H 0.220; H 0.210; H 0.217; H 0.217; H 0.251; S 0.217; H 0.453; H 0.205; H 0.172; H 0.203; H 0.205; H 0.210



Entry 2:
DFT (the ωB97M-V functional and the def2-TZVPD basis) results for the molecule C4H7N3O at a distorted geometry.

Output
SMILES   CN/N=C(/C#N)OC
Orbital gap   10.41 eV
Max |F|   0.127 hartree/bohr

Geometry (Å):
C1 -0.855124 2.958528 -0.981613
C2 0.269657 -0.219694 0.141488
C3 -0.943653 -2.014200 0.907146
C4 1.366148 -0.947682 0.770613
H1 -1.755680 3.242323 -1.400160
H2 -0.029499 3.770646 -1.334513
H3 -1.154747 3.115730 0.143418
H4 -1.365254 0.912471 -1.184736
H5 -0.771703 -2.222957 1.947023
H6 -0.359056 -2.763868 0.265735
H7 -1.928800 -2.485074 0.958377
N1 -0.554711 1.283114 -1.560244
N2 0.544443 0.800940 -0.557297
N3 2.318691 -1.513644 1.027847
O1 -0.977049 -0.777981 0.400862

Cartesian forces (eV/Å) of the 3 atoms listed first:
C 2.7 -0.6 0.7
C -0.7 0.0 0.4
C -0.7 -5.6 -0.2

Now the natural (NBO) charges, all in e: C -0.446; C 0.400; C -0.292; C 0.196; H 0.186; H 0.225; H 0.202; H 0.324; H 0.195; H 0.187; H 0.208; N -0.395; N -0.249; N -0.249; O -0.492



Entry 3:
DFT (the ωB97M-V functional and the def2-TZVPD basis) results for a cluster of 2 separate species, CHClS2 in total at a distorted geometry.

Output
Orbital gap   9.42 eV
Max |F|   0.056 hartree/bohr

Geometry (Å):
C1 -1.165895 -0.055408 -0.075004
S1 -1.550093 1.493109 -0.155203
S2 -0.911477 -1.601863 0.115555
Cl1 2.133763 0.690564 -0.100700
H1 1.493703 -0.526401 0.215350

Cartesian forces (eV/Å) of the 3 atoms listed first:
C -0.9 1.2 0.3
S 0.8 -2.6 0.0
S 0.0 1.3 -0.3

Now the natural (NBO) charges, all in e: C -0.337; S 0.201; S 0.152; Cl -0.310; H 0.293



Entry 4:
DFT (the ωB97M-V functional and the def2-TZVPD basis) results for a structure of composition C22H28Cl5KN6O5S.

Output
Orbital gap   5.25 eV
Total charge   -2
Max |F|   0.009 hartree/bohr

Geometry (Å):
K1 1.020159 0.116854 -0.535863
C1 -2.018106 -4.910349 0.689525
N1 -1.666227 -3.538039 0.928798
C2 -2.186328 -2.924134 2.128465
C3 -0.649088 -2.907841 0.203863
N2 0.281547 -2.196419 0.731666
C4 0.617505 -2.437362 2.065405
C5 0.951010 -3.711820 2.523124
C6 1.226518 -3.948026 3.863297
C7 1.176844 -2.900323 4.771430
C8 0.894609 -1.615394 4.323229
C9 0.648635 -1.359083 2.974068
N3 0.293592 -0.109214 2.466726
C10 0.834098 0.989396 2.853801
N4 2.022491 1.135880 3.541115
C11 3.142991 0.225778 3.369194
C12 2.188013 2.148511 4.552798
N5 0.182026 2.186969 2.556019
C13 0.953759 3.217434 1.866117
C14 -1.176155 2.068320 2.049224
N6 -0.721840 -3.100792 -1.153016
C15 0.396257 -2.652137 -1.975831
C16 -2.005674 -2.957177 -1.823630
H1 -1.687346 -5.553664 1.518348
H2 -1.536986 -5.257941 -0.221876
H3 -3.104222 -5.028609 0.583790
H4 -3.275115 -3.046826 2.147024
H5 -1.954802 -1.860093 2.111579
H6 -1.767759 -3.356784 3.045373
H7 1.002116 -4.520940 1.803323
H8 1.486682 -4.946920 4.193926
H9 1.376850 -3.074593 5.822408
H10 0.867420 -0.791700 5.027895
H11 3.056898 -0.332972 2.435817
H12 3.245678 -0.456314 4.221433
H13 4.057656 0.816345 3.269192
H14 1.271680 2.723270 4.666138
H15 3.006287 2.836993 4.309599
H16 2.431252 1.678051 5.514582
H17 2.007029 3.132376 2.112077
H18 0.594363 4.208145 2.152247
H19 0.860436 3.118251 0.778314
H20 -1.743616 1.385644 2.676379
H21 -1.209573 1.682596 1.024905
H22 -1.642587 3.055920 2.067388
H23 1.359949 -2.699046 -1.468281
H24 0.203018 -1.639430 -2.342342
H25 0.428138 -3.292172 -2.863393
H26 -2.819308 -3.284697 -1.181970
H27 -2.008872 -3.557449 -2.736443
H28 -2.180346 -1.907272 -2.084617
Cl1 -4.748362 5.333838 -2.279545
C17 -3.824735 3.899423 -1.991484
C18 -2.442712 3.879459 -2.199913
Cl2 -1.660740 5.317335 -2.761929
C19 -1.697503 2.737191 -1.964491
Cl3 0.010087 2.721041 -2.250720
C20 -2.278065 1.511460 -1.487743
O1 -1.614849 0.479060 -1.243089
C21 -3.700221 1.583636 -1.299194
Cl4 -4.463818 0.138240 -0.734237
C22 -4.441553 2.726640 -1.539964
Cl5 -6.153007 2.724469 -1.281593
O2 5.325582 -0.272862 -0.922242
S1 3.950722 -0.786051 -0.827359
O3 3.315317 -0.276420 0.448405
O4 3.118933 -0.268024 -1.965996
O5 3.896406 -2.262003 -0.824666

Cartesian forces (eV/Å) of the 3 atoms listed first:
K -0.1 0.1 0.0
C 0.0 0.0 0.1
N 0.0 0.2 -0.1

Now the natural (NBO) charges, all in e: K 0.903; C -0.400; N -0.481; C -0.407; C 0.639; N -0.575; C 0.246; C -0.270; C -0.234; C -0.258; C -0.245; C 0.105; N -0.582; C 0.641; N -0.463; C -0.435; C -0.398; N -0.458; C -0.410; C -0.406; N -0.444; C -0.423; C -0.412; H 0.177; H 0.222; H 0.172; H 0.177; H 0.239; H 0.188; H 0.209; H 0.193; H 0.191; H 0.200; H 0.309; H 0.168; H 0.193; H 0.214; H 0.179; H 0.176; H 0.221; H 0.182; H 0.196; H 0.214; H 0.209; H 0.184; H 0.286; H 0.188; H 0.180; H 0.202; H 0.180; H 0.221; Cl -0.009; C -0.181; C -0.058; Cl 0.009; C -0.192; Cl 0.025; C 0.439; O -0.750; C -0.189; Cl -0.002; C -0.059; Cl 0.002; O -1.083; S 2.571; O -1.177; O -1.150; O -1.098



Entry 5:
DFT (the ωB97M-V functional and the def2-TZVPD basis) results for a structure of composition C4H4N2O at a distorted geometry.

Output
Orbital gap (alpha / beta)   5.66 / 7.26 eV
2S+1   3
Max |F|   0.162 hartree/bohr

Geometry (Å):
C1 0.135436 -1.401175 -0.043388
C2 -2.169221 0.777220 -0.106717
C3 -0.834192 0.650722 0.110723
C4 -1.050724 -0.820389 0.048198
N1 1.134721 -0.444025 0.033491
N2 0.527512 0.898617 0.114278
O1 -2.414896 -0.624880 0.060344
H1 0.263384 -2.476909 -0.209999
H2 -2.733840 1.631952 0.174358
H3 1.834649 -0.758527 0.666891
H4 0.905682 1.508736 -0.541580

Cartesian forces (eV/Å) of the 3 atoms listed first:
C -1.0 -3.8 -0.7
C -4.1 0.6 -1.6
C 6.0 -5.6 1.3

Now the natural (NBO) charges, all in e: C -0.211; C 0.163; C -0.110; C 0.238; N -0.416; N -0.353; O -0.454; H 0.224; H 0.167; H 0.384; H 0.368



Calculated ΔE to the lowest compared entry with this formula, charge and spin (kJ/mol), listed in the same order as above: 128.2, 532.4, 29.8, 0.0, 434.4